Entry 1:
Entry from OMol25: a cluster of 2 separate species, C16H32BrCl2IN3O3 in total at a distorted geometry (wB97M-V/def2-TZVPD).

Last column: natural (NBO) charge in e.
Positions of all 58 atoms, in Å:
C: 4.29671 1.94618 2.90542  -0.67
C: 4.86211 1.05007 1.66946  -0.22
Br: 5.67427 2.15272 0.15838  -0.01
C: 3.82940 -0.12565 1.10749  -0.48
C: 2.40754 0.39926 0.54232  -0.09
N: 2.30073 1.93242 0.38461  -0.84
C: 1.03235 -0.27396 1.17274  0.29
C: 0.67551 -1.74196 0.46979  -0.57
C: 1.92273 -2.79172 0.38085  0.45
O: 2.29735 -3.70170 1.27686  -0.53
I: 3.13479 -2.78433 -1.49501  0.08
O: 0.00862 0.66257 0.58351  -0.57
C: -1.33766 0.18144 0.62104  -0.08
C: -2.35750 1.49561 0.79715  -0.44
C: -3.37437 1.69952 -0.47677  -0.22
N: -4.68852 0.94559 -0.30517  -0.86
C: 0.78047 -0.17288 2.75414  -0.24
Cl: 0.24354 1.53834 3.36642  -0.05
C: 1.86719 -0.69746 3.82354  -0.19
C: 1.81686 -2.34213 4.12800  -0.65
Cl: 1.31393 0.04647 5.48086  -0.10
H: 3.12112 1.77210 3.01483  0.21
H: 4.80287 1.73258 3.93885  0.24
H: 4.43243 3.09744 2.65217  0.25
H: 5.79429 0.43922 2.09997  0.23
H: 3.77172 -1.06481 1.84410  0.23
H: 4.43743 -0.57190 0.17700  0.25
H: 2.35250 0.04379 -0.60157  0.22
H: 1.88231 2.37171 1.22670  0.38
H: 1.82007 2.18482 -0.50368  0.38
H: -0.19598 -2.31702 1.04959  0.26
H: 0.30706 -1.62072 -0.66076  0.26
H: -1.66190 -0.58086 1.42940  0.19
H: -1.62280 -0.26577 -0.44848  0.15
H: -1.78128 2.49760 0.98950  0.25
H: -3.04441 1.33042 1.75942  0.21
H: -2.89923 1.32140 -1.49412  0.15
H: -3.67941 2.84952 -0.56600  0.21
H: -4.56742 -0.03601 -0.67179  0.34
H: -4.94160 0.82971 0.70733  0.37
H: -0.19015 -0.83548 2.98582  0.24
H: 2.96618 -0.33792 3.72257  0.25
H: 2.83043 -2.75623 3.65217  0.23
H: 1.93337 -2.53934 5.29548  0.26
H: 0.86709 -2.85812 3.67765  0.22
C: -2.55012 -1.72121 -4.59804  -0.74
C: -2.43895 -0.22897 -4.51565  0.68
O: -1.46620 0.38488 -4.12684  -0.45
N: -3.50824 0.64634 -4.80364  -0.57
C: -4.52144 0.24282 -5.77997  -0.43
H: -1.54857 -2.15782 -4.61482  0.29
H: -3.09506 -2.09104 -3.72633  0.27
H: -3.06522 -2.02243 -5.51260  0.25
H: -3.92983 0.84311 -3.88892  0.46
H: -3.02539 1.52799 -5.02340  0.47
H: -5.18827 1.09381 -5.93702  0.26
H: -5.08305 -0.60459 -5.37878  0.24
H: -4.02041 -0.01742 -6.71576  0.24

The electronic energy is -130896.94019 eV. Its total charge is +1.



Entry 2:
Entry from OMol25: a structure of composition C16H32CeO7S at a distorted geometry (wB97M-V/def2-TZVPD).

Last column: Mulliken charge in e.
Positions of all 57 atoms, in Å:
Ce: 0.53007 0.15039 0.20606  1.52
C: 3.18300 -1.84938 0.74685  -0.66
C: 3.07004 -1.29884 2.13616  -0.57
O: 2.25530 -0.08077 2.05429  -0.14
C: 2.96342 1.11425 2.51727  -0.59
C: 1.98598 2.23701 2.44841  -0.72
O: 1.40754 2.20757 1.09349  -0.04
C: 1.01029 3.52000 0.58052  -0.52
C: 0.47779 3.27750 -0.80164  -0.88
O: -0.50691 2.19916 -0.78554  -0.02
C: -1.85327 2.56641 -0.35888  -0.64
C: -2.06594 2.17861 1.08301  -0.57
O: -1.53385 0.82655 1.30450  -0.17
C: -2.55664 -0.21942 1.41615  -0.60
C: -1.86074 -1.44712 1.90600  -0.63
O: -0.76010 -1.74153 0.97478  -0.04
C: -0.00349 -2.93123 1.40205  -0.65
C: 1.09557 -3.15801 0.40446  -0.56
O: 1.83679 -1.92050 0.16948  -0.23
H: 3.64732 -2.83504 0.73929  0.49
H: 3.75847 -1.19282 0.09514  0.32
H: 4.05556 -1.06013 2.53564  0.58
H: 2.57547 -1.97673 2.82876  0.22
H: 3.82832 1.27733 1.87341  0.43
H: 3.29206 0.96704 3.54629  0.49
H: 2.48064 3.19255 2.61819  0.51
H: 1.17683 2.11161 3.16807  0.32
H: 1.88320 4.17226 0.52520  0.60
H: 0.28057 3.96210 1.25729  0.37
H: 1.27482 2.94021 -1.46639  0.30
H: 0.04685 4.18428 -1.22480  0.56
H: -2.53809 2.03982 -1.02128  0.33
H: -2.01198 3.63833 -0.48099  0.46
H: -3.12905 2.20422 1.32127  0.60
H: -1.54462 2.82816 1.77988  0.21
H: -3.02535 -0.36947 0.44270  0.32
H: -3.31028 0.07178 2.14757  0.52
H: -2.55527 -2.28681 1.93655  0.40
H: -1.43822 -1.28842 2.89918  0.45
H: -0.66533 -3.79828 1.41101  0.53
H: 0.36413 -2.75008 2.41210  0.31
H: 0.69459 -3.46776 -0.55835  0.33
H: 1.75983 -3.94299 0.76486  0.49
O: 0.57662 -0.26995 -1.89821  -0.28
S: 0.26199 -0.78516 -3.40250  0.22
C: -0.79462 -2.26440 -3.15738  0.15
C: -2.18256 -1.89166 -3.68883  -0.93
C: -2.37207 -0.40857 -3.38836  0.06
C: -1.11689 0.25282 -3.94053  -0.60
H: -0.78827 -2.42177 -2.07813  -0.35
H: -0.31548 -3.10666 -3.65631  0.55
H: -2.94084 -2.53045 -3.23749  0.42
H: -2.22459 -2.05888 -4.76625  0.36
H: -2.43812 -0.24617 -2.30467  -0.31
H: -3.26799 0.01041 -3.84432  0.47
H: -0.89644 1.27959 -3.65058  0.30
H: -1.07604 0.18903 -5.03441  0.52

The electronic energy is -55165.92192 eV. Its total charge is +4.



Entry 3:
Entry from OMol25: a structure of composition C16H32ClI2N2OP2Yb at a distorted geometry (wB97M-V/def2-TZVPD).

Last column: Mulliken spin population.
Positions of all 57 atoms, in Å:
I: 2.42956 1.51382 2.04002  0.27
I: 2.71931 -1.04961 2.48772  0.03
Yb: -0.65604 -0.24226 -1.55827  0.01
P: -2.94948 -0.09375 -0.18048  0.00
C: -4.36638 0.15070 1.03642  0.00
C: -3.46160 1.26646 -1.27369  0.00
H: -4.48755 0.96975 -1.49166  0.00
H: -4.72076 -0.93264 -1.29617  0.00
H: -2.91432 1.41337 -2.22038  0.00
H: -3.29027 -1.56850 -2.16771  0.00
H: -4.31835 1.12216 1.51831  0.00
H: -3.47817 2.20536 -0.70310  0.00
C: -3.73077 -1.39128 -1.17825  0.00
H: -5.27375 0.09017 0.41713  0.00
H: -3.82730 -2.33859 -0.61656  0.00
H: -4.38089 -0.64882 1.77012  0.00
P: 3.09119 0.09851 -0.20589  0.46
C: 4.70915 0.11738 0.71742  -0.01
C: 3.56786 -1.36532 -1.20690  0.12
H: 2.80741 1.33079 -2.26982  0.00
H: 4.51300 1.30057 -1.65764  0.01
H: 3.31481 2.41666 -0.91751  -0.01
C: 3.45144 1.42610 -1.37403  0.07
H: 3.09299 -1.26453 -2.19607  0.00
H: 4.67607 -1.31239 -1.32750  0.03
H: 5.60663 0.16108 0.06036  0.00
H: 4.66773 -0.78531 1.41235  0.00
H: 3.27520 -2.30241 -0.71433  0.00
H: 4.74488 0.98418 1.38435  0.00
Cl: -0.10142 0.12678 -3.82509  0.00
C: 3.18228 2.59593 7.63156  0.00
C: 1.69794 2.31291 7.89636  0.00
N: 1.12511 1.14627 7.21625  0.00
C: 1.54177 -0.20032 7.63006  0.00
C: 0.86186 -0.51396 8.93326  0.00
C: 0.81837 1.28664 5.87018  0.01
O: 1.28844 2.22858 5.25283  0.00
C: -0.07469 0.29676 5.16234  -0.02
C: -1.06847 -0.64699 5.59692  0.00
C: -1.66967 -1.43052 4.62239  0.00
C: -1.42081 -1.20274 3.26269  0.00
N: -0.56408 -0.27631 2.87061  0.01
C: 0.01734 0.44538 3.80208  0.02
H: 3.75527 1.68567 7.74772  0.00
H: 3.52768 3.35181 8.34450  0.00
H: 3.28608 2.98013 6.61935  0.00
H: 1.52368 2.13180 8.98923  0.00
H: 1.08333 3.17522 7.62808  0.00
H: 1.23541 -0.88596 6.85360  0.00
H: 2.68406 -0.21652 7.71639  0.00
H: -0.16767 -0.21676 8.86332  0.00
H: 0.91901 -1.57905 9.14910  0.00
H: 1.33752 0.05149 9.75047  0.00
H: -1.37655 -0.81166 6.63295  0.00
H: -2.38448 -2.22597 4.77556  0.00
H: -1.91153 -1.68566 2.44023  0.00
H: 0.62074 1.30257 3.35694  0.01

The electronic energy is -100952.23525 eV. As for the spin multiplicity: 2. Its total charge is +2.